Here is a molecular structure, C38H54As2HgN2O11P2 at a distorted geometry from the OMol25 dataset. Energies are from the ωB97M-V functional and the def2-TZVPD basis.

XYZ file:
```
110
Properties=species:S:1:pos:R:3:forces:R:3
Hg 0.04046 -0.23236 -0.68807 0.1 -0.4 -0.3
C -3.42906 -1.47296 -2.85401 0.0 0.1 0.0
C -3.69191 -1.35794 -1.34840 0.3 -0.1 -0.1
C -3.65879 -2.73291 -0.66583 0.0 0.1 -0.1
P -2.52652 -0.07034 -0.66159 -0.2 -0.1 0.4
C -3.43814 1.47613 -1.20975 0.4 0.2 -0.1
C -2.56131 2.23965 -2.21173 -0.1 -0.1 0.0
C -3.87506 2.39094 -0.06659 -0.1 0.0 -0.1
C -2.68280 -0.23558 1.14403 0.0 0.0 0.0
C -3.96753 -0.41194 1.67032 0.1 0.0 0.0
C -4.19738 -0.70881 2.99726 -0.1 0.0 0.0
C -3.08983 -0.92355 3.81518 0.1 0.1 0.0
C -1.81152 -0.76907 3.32988 0.0 0.0 0.0
C -1.54187 -0.34136 2.00105 0.2 0.0 -0.1
N -0.27022 -0.13402 1.53647 -0.3 -0.3 0.6
C 0.82359 0.00692 2.35813 0.0 -0.2 0.1
C 0.75808 0.70381 3.58662 -0.1 -0.5 -0.3
C 1.82870 0.77332 4.44902 0.1 -0.1 0.1
C 3.03726 0.15957 4.12695 0.0 0.0 0.0
C 3.16114 -0.43370 2.88469 -0.1 0.0 0.0
C 2.09949 -0.49410 1.97402 0.0 0.1 -0.1
P 2.37434 -1.05623 0.26040 0.0 0.0 0.4
C 4.05048 -0.39061 -0.24280 -0.1 0.1 -0.1
C 4.27026 1.01894 0.32345 0.0 -0.3 -0.2
C 5.29363 -1.25070 -0.00620 -0.1 0.0 0.0
C 2.41205 -2.90907 0.36034 0.1 0.1 -0.1
C 3.28514 -3.53231 1.45019 -0.1 0.1 0.0
C 2.68845 -3.52586 -1.01509 0.0 0.0 0.0
H -4.08752 -2.22601 -3.29455 0.0 0.0 0.0
H -2.39506 -1.77099 -3.04289 0.0 0.0 0.0
H -3.60157 -0.52277 -3.36964 0.0 -0.1 0.0
H -4.68257 -0.92062 -1.20248 0.0 0.0 0.1
H -2.99750 -3.42044 -1.19190 0.0 0.0 0.0
H -4.66438 -3.16237 -0.66619 0.0 0.0 0.0
H -3.31901 -2.67325 0.36553 0.0 0.0 0.0
H -4.32715 1.11732 -1.73429 0.0 -0.1 0.0
H -1.67672 2.63072 -1.71310 0.1 0.0 0.0
H -3.12028 3.07062 -2.65384 0.0 0.0 0.0
H -2.20964 1.58843 -3.01594 0.0 0.0 0.0
H -3.03068 2.68347 0.55485 0.1 0.0 0.1
H -4.61488 1.91908 0.57963 0.0 0.0 0.0
H -4.32259 3.29911 -0.48288 0.0 0.0 0.0
H -4.81595 -0.33015 0.99874 0.0 0.0 0.0
H -5.20622 -0.80878 3.37787 0.0 0.0 0.0
H -3.22730 -1.22587 4.84823 0.0 0.0 0.0
H -0.97826 -0.99636 3.97862 0.0 0.1 0.0
H -0.17069 1.19430 3.84714 0.4 -0.8 -0.3
H 1.72923 1.31786 5.38264 0.0 0.0 -0.1
H 3.87415 0.17676 4.81446 0.0 0.0 0.0
H 4.11522 -0.86386 2.60429 0.0 0.0 0.0
H 3.92597 -0.29187 -1.32494 0.0 0.0 -0.1
H 4.66728 0.97178 1.33728 0.0 -0.1 -0.2
H 3.35216 1.60557 0.35415 0.1 -0.1 0.0
H 4.97993 1.56409 -0.30338 0.0 0.0 0.0
H 5.46891 -1.43264 1.05574 0.0 0.0 0.0
H 6.16198 -0.70914 -0.39464 0.0 0.0 0.0
H 5.24510 -2.21048 -0.51952 0.0 0.0 0.0
H 1.37162 -3.11246 0.62294 -0.1 0.0 -0.1
H 4.34526 -3.49240 1.19809 0.0 0.0 0.0
H 3.01161 -4.58535 1.56277 0.0 0.0 0.0
H 3.13159 -3.04710 2.41393 0.0 0.0 0.0
H 3.75864 -3.54160 -1.23575 0.0 0.0 0.0
H 2.18471 -2.97605 -1.81175 0.0 -0.1 0.0
H 2.32559 -4.55573 -1.04262 0.0 0.0 0.0
C -1.42626 2.35097 5.68306 0.0 0.1 0.0
O -0.33184 2.77511 4.86383 -0.2 0.8 0.6
C -0.68261 3.32779 3.69519 -0.1 0.5 -0.1
O -1.83335 3.43075 3.34345 0.0 0.1 0.0
C 0.46742 3.68031 2.80244 0.0 0.1 0.1
C 1.56085 4.31289 3.22122 0.0 0.0 0.0
As 3.16937 4.78949 2.16971 0.0 0.1 -0.1
C 4.16734 3.14909 2.60738 -0.1 0.0 0.3
C 2.69421 4.25804 0.34749 -0.1 0.0 -0.1
C 1.65693 3.36765 0.00114 0.1 0.1 0.0
As -0.01620 3.13087 0.97327 -0.1 0.2 -0.2
C -0.75132 4.90323 0.49458 -0.1 0.0 0.1
C 1.58562 2.57043 -1.17030 -0.1 -0.3 0.2
O 0.55619 1.91657 -1.50118 0.0 0.4 -0.3
O 2.69353 2.41034 -1.90935 0.4 0.1 -0.2
C 2.52811 1.75625 -3.16557 0.0 0.1 0.1
C 3.58008 4.87942 -0.62642 0.2 0.0 0.2
O 3.41051 5.10302 -1.80418 -0.3 -0.1 -0.2
O 4.75754 5.29405 -0.01870 0.0 -0.1 0.1
C 5.68366 5.97576 -0.85076 -0.1 0.0 0.0
C 1.63013 4.84322 4.61941 0.2 -0.1 0.0
O 0.74493 5.38945 5.22258 -0.2 0.0 0.0
O 2.87575 4.69503 5.12585 0.0 -0.1 0.0
C 3.09060 5.17271 6.45340 0.0 0.0 0.0
H -0.98701 1.77297 6.49007 0.0 0.0 0.0
H -2.12066 1.74314 5.10575 0.0 -0.1 0.0
H -1.95473 3.21599 6.08151 0.0 0.0 0.0
H 4.41709 3.13084 3.66820 0.0 0.0 0.0
H 5.08166 3.14398 2.01415 0.0 0.1 0.0
H 3.56292 2.27660 2.35897 0.0 0.3 0.2
H -0.03087 5.67902 0.74852 0.0 0.0 0.0
H -1.68574 5.07227 1.03046 0.0 0.0 0.0
H -0.93730 4.91985 -0.57975 0.0 -0.1 0.0
H 3.51567 1.74102 -3.61923 0.0 0.0 0.0
H 1.83868 2.31350 -3.79924 0.0 0.0 0.0
H 2.14501 0.74333 -3.04551 0.0 -0.1 0.0
H 6.28421 6.61054 -0.20142 0.0 0.0 0.0
H 5.16519 6.57408 -1.59574 0.0 0.0 0.0
H 6.33088 5.26304 -1.36609 0.0 0.0 0.0
H 4.13260 5.47521 6.51258 0.0 0.0 0.0
H 2.89576 4.37356 7.16827 0.0 0.0 0.0
H 2.43342 6.00941 6.67017 0.0 0.1 0.0
O -0.61406 -4.20325 -2.40050 0.0 0.5 0.3
N -0.41100 -3.16033 -1.76865 0.2 -0.1 -0.1
O -0.65542 -3.08517 -0.53972 0.2 0.2 -0.6
O 0.07158 -2.13811 -2.37737 -0.4 -0.4 0.4
```
Positions in Å, forces in eV/Å.

Calculated values
spin multiplicity = 2
E_HOMO (spin up / spin down) = -3.7 / -4.5 eV
charge = -1
HOMO-LUMO gap (spin up / spin down) = 6.2 / 6.8 eV
maximum force = 1.05 eV/A

These are the Mulliken partial charges, in e, on atoms 1 to 2:
1 Hg 2.42
2 C -1.56